{
  "formula": "C6H10N2",
  "method": "wB97M-V/def2-TZVPD",
  "species": ["C", "C", "C", "C", "C", "C", "N", "N", "H", "H", "H", "H", "H", "H", "H", "H", "H", "H"],
  "positions_angstrom": [[0.683, -1.805, -0.001], [-1.593, -0.678, -1.197], [-0.564, 0.188, -0.747], [-0.629, 1.689, -0.766], [1.801, 0.355, 0.352], [0.506, -0.416, 0.007], [0.737, -2.945, 0.176], [-0.243, -0.475, 2.021], [-1.430, -1.711, -0.889], [-2.337, -0.192, -1.865], [-1.492, 2.073, -1.192], [-0.649, 1.801, 0.277], [0.304, 2.280, -1.146], [1.776, 0.643, 1.368], [2.671, -0.343, 0.023], [1.886, 1.216, -0.393], [-0.203, -1.506, 2.033], [-1.225, -0.174, 1.940]],
  "mulliken_charge": [0.073, -1.118, 0.801, -1.255, -1.297, 0.807, -0.520, -0.684, 0.333, 0.321, 0.442, 0.358, 0.231, 0.369, 0.324, 0.276, 0.280, 0.260],
  "energy_ha": -343.97931,
  "relative_energy_kcal_mol": 98.8,
  "lumo_energy_ev": [-0.64, -0.79],
  "e_homo_ev": [-8.6772, -8.9987],
  "orbital_gap_ev": [8.038, 8.207]
}